No. 1
C7H19BrCaCs2F12N2O12P2S3 | wB97M-V/def2-TZVPD

Output
Gap between HOMO and LUMO: 1.7 eV
HOMO energy: -0.2130 Ha
Total energy: -7657.1715 a.u.
Largest force on an atom: 15.7 eV/Å
Lowest unoccupied orbital energy: -4.091 eV

Structure (XYZ):
```
61
C7H19BrCaCs2F12N2O12P2S3 (wB97M-V/def2-TZVPD)
F -1.450 -3.596 7.306
O 1.411 3.261 -2.548
N 1.917 -1.813 -0.465
F 0.274 -3.478 6.566
H 1.412 -0.926 -0.680
F -0.490 8.049 -1.769
F -2.354 -2.517 5.663
H -1.003 1.819 -2.449
O -2.839 -2.897 0.072
H -0.264 1.261 -0.762
H 0.146 4.442 -1.557
P 2.693 -1.801 1.147
F 3.768 5.735 -1.733
H 3.838 -0.147 -1.405
O -6.176 -6.186 -4.372
O -1.333 -1.856 -1.593
O 1.960 6.545 -0.593
C 2.739 1.440 -0.001
F -1.230 -4.152 -1.098
H 4.286 1.663 -1.681
C 3.673 1.029 1.322
S -4.334 -2.534 -2.777
H -0.100 0.135 -2.334
H 2.678 2.625 -0.031
Br 1.066 -1.606 2.766
C 0.588 8.733 -1.268
H 4.745 -0.807 2.323
F -0.389 -4.143 4.618
F -0.596 -2.064 5.179
H 2.584 -2.091 -1.220
H 4.575 1.761 1.488
P -1.083 -3.406 5.803
C -0.114 1.256 -1.927
H -3.331 -5.631 2.216
S 1.506 7.784 0.054
C 4.122 -0.547 1.340
F 1.373 9.036 -2.352
O -0.698 4.552 -1.160
O 0.525 7.550 1.123
N -3.150 -3.507 -2.426
O -3.599 -6.562 2.217
O -5.374 -3.145 -3.605
C 3.375 0.949 -1.428
H -5.398 -6.575 -4.798
O 2.453 0.980 -2.573
H 2.958 1.181 2.266
H 4.891 -0.683 0.437
H -5.925 -5.262 -4.225
F -1.980 -4.641 5.487
H 3.290 -3.133 1.313
H -4.058 -6.674 1.371
S -2.259 -2.934 -1.267
Cs 0.364 -4.005 -0.073
O 2.613 8.657 0.469
Ca -5.626 -0.554 -2.032
O -4.013 -1.159 -3.143
F -5.110 -2.353 -1.395
Cs -0.656 0.043 3.156
C 1.347 1.931 -2.382
H 1.668 1.034 0.239
F 0.093 9.932 -0.821
```

***

No. 2
C7H19BrN7O2PS | wB97M-V/def2-TZVPD

Output
Gap between HOMO and LUMO: 5.7 eV
HOMO energy: -0.2505 Ha
Total energy: -4125.2571 a.u.
Largest force on an atom: 2.7 eV/Å
Lowest unoccupied orbital energy: -1.095 eV

Structure (XYZ):
```
38
C7H19BrN7O2PS (wB97M-V/def2-TZVPD)
H -4.247 2.386 -0.607
H -2.312 1.112 1.809
H -4.245 -0.825 -0.666
N -4.344 0.070 -0.199
H -1.775 1.123 -1.814
H -0.086 -2.668 -0.915
H 4.361 -0.809 -0.432
O 2.023 -1.285 -0.250
S -2.434 -3.552 0.376
H 5.091 -0.095 1.008
N 2.240 -1.454 -2.670
H -4.680 -0.091 0.744
N -0.090 -1.787 1.331
C 3.449 1.102 0.172
H -3.056 0.141 -2.166
H 2.688 -0.002 1.904
N -2.394 0.405 -1.446
N 1.321 -0.107 0.228
C 2.322 0.611 1.074
C -2.184 0.390 0.998
N -0.792 0.379 0.610
H 2.980 1.376 -0.797
O 1.019 2.026 -1.629
H -0.424 1.225 0.145
H -0.689 -1.745 2.152
H 3.830 2.037 0.592
C 0.113 -0.534 0.761
H 5.383 0.594 -0.611
N -3.401 2.217 -0.067
C 2.105 -1.351 -1.551
C -3.084 0.794 -0.224
C 4.633 0.138 0.040
P -0.563 -3.099 0.322
H -2.686 2.799 -0.500
Br 1.456 2.105 1.979
H 0.274 -4.127 0.747
H 0.703 1.264 -2.125
H -2.492 -0.602 1.337
```

***

No. 3
C7H19ClN3OP | wB97M-V/def2-TZVPD

Output
Energy relative to the best compared isomer or geometry (same formula, charge and spin): 35.9 kcal per mole
Gap between HOMO and LUMO: 8.9 eV
HOMO energy: -0.2933 Ha
Total energy: -1319.0830 a.u.
Largest force on an atom: 5.6 eV/Å
Lowest unoccupied orbital energy: 0.895 eV

Structure (XYZ):
```
32
C7H19ClN3OP (wB97M-V/def2-TZVPD)
O -0.253 -0.031 -0.547
H -1.558 1.894 -1.860
C 0.139 3.563 -1.484
H 1.235 -1.584 0.598
P -1.112 -0.310 0.851
C 0.621 -2.403 1.137
H 0.721 -1.160 2.782
H 0.928 0.787 -2.807
C 0.307 1.295 -0.724
N -0.756 -2.065 0.928
Cl -1.705 -2.966 2.025
H 0.316 -4.004 -0.297
H -3.316 0.055 0.485
H 2.001 1.868 -2.028
H 1.943 0.031 -1.466
H -2.433 3.161 -0.179
C 1.239 -2.002 2.516
C 1.325 0.946 -1.885
H -0.507 4.432 -1.380
C -0.755 2.324 -1.119
H 0.855 -4.588 1.136
H -2.688 -0.694 -0.783
N -1.651 2.551 0.012
H 2.338 -2.032 2.314
N -2.660 -0.661 0.232
H 0.979 1.775 0.075
H -1.074 2.872 0.774
H 0.954 3.662 -0.897
H 0.930 -2.707 3.233
H 0.422 3.446 -2.433
H 2.179 -3.687 0.257
C 1.037 -3.769 0.533
```

***

No. 4
C7H19N2OP2 | wB97M-V/def2-TZVPD

Output
Energy relative to the best compared isomer or geometry (same formula, charge and spin): 48.8 kcal per mole
Gap between HOMO and LUMO: 9.9 eV
HOMO energy: -0.4699 Ha
Total energy: -1145.1842 a.u.
Largest force on an atom: 4.3 eV/Å
Lowest unoccupied orbital energy: -2.918 eV
Total charge: +1

Structure (XYZ):
```
31
C7H19N2OP2 (wB97M-V/def2-TZVPD)
C -0.416 -1.306 -0.264
H 2.852 0.902 -2.078
H -0.655 1.374 -1.261
P 2.400 0.167 -0.117
H 4.831 -0.327 0.490
C -2.203 0.859 0.417
H -2.300 0.760 1.477
H 4.728 0.811 -0.902
H -1.628 -1.716 1.331
H -3.521 -2.871 0.235
H 2.234 -1.211 0.469
H -3.074 3.083 0.741
H 3.242 1.176 2.137
H -2.790 -2.591 -1.219
N 2.040 0.425 -1.731
H 1.226 1.022 -1.802
P -3.297 2.186 -0.335
H 3.335 2.341 0.931
C 3.361 1.225 1.009
H -0.375 -1.181 -1.304
O -2.648 -0.382 -0.041
H -4.357 1.903 0.538
H 0.237 -0.215 1.157
C -2.631 -2.685 -0.227
H -0.266 2.094 0.261
C -1.861 -1.504 0.307
N 0.146 -0.034 0.203
H -2.176 -3.574 -0.207
H 0.085 -2.236 -0.057
C -0.750 1.142 -0.140
C 4.228 0.364 -0.019
```

***

No. 5
C7H19N4O | wB97M-V/def2-TZVPD

Output
Energy relative to the best compared isomer or geometry (same formula, charge and spin): 50.9 kcal per mole
Gap between HOMO and LUMO: 9.1 eV
HOMO energy: -0.4377 Ha
Total energy: -572.0892 a.u.
Largest force on an atom: 4.9 eV/Å
Lowest unoccupied orbital energy: -2.857 eV
Total charge: +1

Structure (XYZ):
```
31
C7H19N4O (wB97M-V/def2-TZVPD)
N -1.179 1.825 -0.598
C -0.332 -2.078 -0.452
C 0.235 2.498 1.252
H 0.671 0.573 -0.531
H -0.999 1.682 -2.700
C -2.614 1.310 -0.753
H 1.275 2.256 0.935
H 1.574 0.947 -2.241
H 2.836 -2.106 2.420
H 0.674 -1.207 2.706
H -0.028 3.566 1.069
H 3.197 -2.662 0.766
C 0.624 0.665 -1.614
H 0.134 2.838 -1.851
C -0.815 1.479 0.721
H -2.993 1.821 -1.597
O -1.232 0.596 1.447
H -3.109 1.572 0.145
H -0.590 -1.912 1.848
C -0.368 1.869 -1.833
H 0.465 -0.167 -2.247
H -0.427 -1.994 -1.545
H -0.228 -0.960 -0.318
C 1.320 -2.245 1.093
N 2.646 -2.141 1.427
H 0.274 2.225 2.302
H -1.243 -2.621 -0.074
N 0.988 -2.641 -0.167
H 1.372 -3.409 -0.682
N 0.403 -1.743 1.901
H -2.530 0.163 -0.827
```

***

No. 6
C7H19N7O12 | wB97M-V/def2-TZVPD

Output
Gap between HOMO and LUMO: 1.3 eV
HOMO energy: 0.0478 Ha
Total energy: -1563.6357 a.u.
Largest force on an atom: 6.6 eV/Å
Lowest unoccupied orbital energy: 2.622 eV
Total charge: -2

Structure (XYZ):
```
45
C7H19N7O12 (wB97M-V/def2-TZVPD)
H 0.314 -1.657 1.704
H 0.298 -3.723 -6.382
H 0.401 2.026 4.279
H 0.057 -6.045 -2.721
O -0.544 -2.351 -1.994
O -2.054 -4.425 -5.503
O 2.230 5.327 2.205
C 0.444 -0.574 1.754
C 2.452 3.983 2.215
H 0.474 -7.616 -3.485
H 1.516 4.574 4.775
N 1.291 3.099 2.614
H 0.065 6.976 2.461
O 3.027 -7.132 -3.284
H -2.815 -1.333 -2.769
O 3.812 3.546 1.863
C 1.430 2.563 4.022
H 0.327 -0.126 0.765
H -1.031 5.640 1.972
O -2.764 6.503 3.404
O 2.160 -5.112 -3.432
C 0.780 -6.863 -2.757
H 2.247 1.713 4.063
H 1.130 3.425 5.909
C -2.645 -1.403 -1.693
H -3.068 -0.537 -1.179
H 0.915 -7.301 -1.766
H -3.053 -2.330 -1.286
H 1.411 -0.321 2.193
C -0.902 6.723 2.022
O -0.602 1.223 2.792
N -0.612 -0.003 2.633
O -1.898 -2.326 -4.851
O -1.947 8.520 3.060
N -1.958 7.294 2.901
C 0.064 -3.481 -5.343
O -1.418 -0.794 3.136
H 0.493 -2.516 -5.066
N -1.416 -3.403 -5.222
H -1.018 7.171 1.033
O -0.692 -0.516 -0.784
N -1.174 -1.423 -1.472
N 1.767 3.597 5.073
N 2.096 -6.324 -3.193
H 0.410 -4.265 -4.665
```

***

No. 7
C7H19NO3 | wB97M-V/def2-TZVPD

Output
Multiplicity: 2
Energy relative to the best compared isomer or geometry (same formula, charge and spin): 29.0 kcal per mole
Expectation value of S²: 0.79
Gap between HOMO and LUMO (spin up / spin down): 7.9 / 4.9 eV
HOMO energy (spin up / spin down): -0.4840 / -0.4803 Ha
Total energy: -558.2046 a.u.
Largest force on an atom: 1.5 eV/Å
Lowest unoccupied orbital energy (spin up / spin down): -5.227 / -8.159 eV
Total charge: +1

Structure (XYZ):
```
30
C7H19NO3 (wB97M-V/def2-TZVPD)
O -1.167 -1.332 -2.371
C 0.144 0.930 2.794
C -0.081 2.529 -0.537
H 0.597 -1.148 -0.176
H -1.302 -3.267 -1.427
H -0.775 -2.107 -2.800
C 1.662 0.371 0.896
C -0.550 1.636 0.578
H -0.107 3.558 -0.175
H 0.801 0.510 3.545
O -0.920 -3.883 -0.784
H -0.026 0.391 -4.355
H 2.113 0.966 0.103
O -0.510 1.056 -3.849
H 2.414 -1.347 -0.037
H 1.011 -2.866 1.377
H 0.763 -1.573 2.365
H 0.968 2.369 -0.760
H -2.657 2.234 0.430
H -0.775 1.345 3.184
C 0.418 0.987 1.450
N 1.342 -1.949 1.632
H -2.259 1.221 1.842
C 1.482 -1.095 0.466
C -1.879 1.668 0.931
H -1.427 -3.654 0.007
H 2.490 0.511 1.601
H -0.676 2.421 -1.442
H -0.356 0.701 -2.964
H -0.741 -1.181 -1.524
```

***

No. 8
C7H19O4P | wB97M-V/def2-TZVPD

Output
Energy relative to the best compared isomer or geometry (same formula, charge and spin): 14.6 kcal per mole
Gap between HOMO and LUMO: 9.1 eV
HOMO energy: -0.3128 Ha
Total energy: -920.1581 a.u.
Largest force on an atom: 9.0 eV/Å
Lowest unoccupied orbital energy: 0.559 eV

Structure (XYZ):
```
31
C7H19O4P (wB97M-V/def2-TZVPD)
C 1.615 -1.056 2.896
C -3.141 0.538 -0.766
C -0.371 2.525 -1.899
H -2.671 0.810 0.297
H -2.335 1.419 -2.793
H 1.360 1.392 -2.929
H 2.486 0.597 -1.010
O 0.158 3.653 -2.450
H 2.357 -3.090 2.882
H 1.813 -0.110 3.411
O 3.891 -1.784 3.200
C -2.707 1.814 -1.755
H 2.831 -0.945 1.392
P -2.331 -1.095 -1.362
C 2.529 -2.156 3.424
H -3.274 -1.930 -0.653
H -1.570 -2.230 -1.860
H 0.563 -1.320 3.026
O 1.865 -0.845 1.509
H -0.122 0.268 -2.630
H 1.013 -0.398 -0.368
H 4.093 -1.044 3.799
C 0.516 1.141 -2.124
H 2.376 -2.328 4.493
H -4.307 0.474 -0.633
H -1.134 -0.702 -0.620
H -2.590 -0.746 -2.744
H 1.078 1.442 0.075
C 1.328 0.654 -0.774
O -1.620 2.620 -1.128
H -3.698 2.432 -1.907
```

***

No. 9
C7H20AsAuN2O6P2S | wB97M-V/def2-TZVPD

Output
Energy relative to the best compared isomer or geometry (same formula, charge and spin): 1.5 kcal per mole
Gap between HOMO and LUMO: 9.1 eV
HOMO energy: -0.3267 Ha
Total energy: -4292.2709 a.u.
Largest force on an atom: 0.2 eV/Å
Lowest unoccupied orbital energy: 0.214 eV

Structure (XYZ):
```
40
C7H20AsAuN2O6P2S (wB97M-V/def2-TZVPD)
H 0.353 -2.782 2.484
O -1.106 -1.822 -1.053
H -2.148 2.212 -1.240
O 0.461 -2.667 0.759
P -0.984 -2.544 0.375
H 1.870 3.495 -3.004
H 5.907 -1.004 -1.134
H -2.415 0.737 1.761
As 0.301 1.954 -1.820
H 4.520 -0.554 -2.167
H -1.111 0.447 0.602
C 4.063 -0.799 -0.171
H -2.751 -0.022 0.174
C -2.041 0.045 1.002
C -1.610 1.716 -2.046
H -3.867 -1.560 1.520
N -3.072 -1.985 1.990
C 4.850 -1.169 -1.329
H -3.161 -1.879 3.015
O -1.940 -3.686 0.428
H -0.286 -1.366 -1.327
P -0.841 -1.166 3.183
H 4.676 -2.220 -1.555
O -1.889 -1.003 4.216
S 1.358 0.173 -2.065
O 0.137 -0.001 2.979
H -1.913 2.136 -3.003
O -0.055 -2.530 3.355
H -2.975 -2.976 1.645
H -0.222 3.596 0.006
C 0.807 3.289 -3.116
C -1.767 -1.332 1.581
H 0.508 2.120 0.698
Au 1.812 -0.244 1.883
H 0.231 4.201 -2.964
N 3.414 -0.499 0.717
H 0.622 2.890 -4.112
H 1.531 3.313 -0.118
C 0.551 2.839 -0.120
H -1.819 0.648 -2.029
```

***

No. 10
C7H20IN2O3 | wB97M-V/def2-TZVPD

Output
Energy relative to the best compared isomer or geometry (same formula, charge and spin): 206.4 kcal per mole
Gap between HOMO and LUMO: 7.1 eV
HOMO energy: -0.1449 Ha
Total energy: -911.4583 a.u.
Largest force on an atom: 11.5 eV/Å
Lowest unoccupied orbital energy: 3.109 eV
Total charge: -1

Structure (XYZ):
```
33
C7H20IN2O3 (wB97M-V/def2-TZVPD)
N -0.891 -2.864 0.030
N 0.127 -1.477 -1.450
C -1.011 1.371 -0.973
C -0.951 2.368 -2.188
H -0.238 2.647 0.557
H -2.049 2.400 0.690
C 1.899 -0.660 1.253
H -1.153 1.810 -3.102
O -2.111 0.487 -1.047
H -1.007 -2.104 0.686
C -1.086 1.981 0.398
C -0.585 -2.541 -1.269
H -1.610 3.233 -2.112
H 2.734 0.819 2.772
C 1.393 0.237 0.140
H 2.875 -1.066 0.987
H -0.027 2.851 -2.505
H 1.959 0.203 -0.791
H -1.998 0.066 -0.191
H 2.387 -0.712 3.387
O 0.871 -1.644 1.346
H 0.035 -1.206 1.171
H 0.326 0.251 -0.082
H -0.109 0.761 -1.009
H 1.042 0.296 2.992
H 0.293 -1.191 -2.404
H 1.354 1.295 0.402
I -1.804 -0.797 1.292
H -1.370 -3.753 0.041
H -1.010 1.235 1.189
C 2.030 -0.002 2.641
H 0.432 -0.950 -0.644
O -0.747 -3.344 -2.209
```

***

No. 11
C7H20N2O | wB97M-V/def2-TZVPD

Output
Energy relative to the best compared isomer or geometry (same formula, charge and spin): 31.0 kcal per mole
Gap between HOMO and LUMO: 8.8 eV
HOMO energy: -0.2983 Ha
Total energy: -463.4126 a.u.
Largest force on an atom: 0.3 eV/Å
Lowest unoccupied orbital energy: 0.711 eV

Structure (XYZ):
```
30
C7H20N2O (wB97M-V/def2-TZVPD)
C -2.851 -1.210 1.185
H 1.857 2.409 -0.644
H -0.734 0.673 1.081
H 1.152 -2.287 -1.316
H 0.196 1.931 -0.997
H 2.097 1.075 1.211
H 2.847 -2.014 -0.867
C 1.647 0.404 -1.487
H 3.419 0.037 0.644
H -1.674 2.107 1.057
H 1.054 -0.064 -2.281
H -1.023 -0.467 -0.640
H -3.269 -0.928 2.151
H -3.494 -1.974 0.739
N -1.655 1.141 1.368
H 1.289 2.387 -2.311
H -1.853 -1.630 1.315
H -2.204 0.535 -1.567
C 1.448 -0.448 -0.204
H -1.802 1.109 2.371
C 2.362 0.054 0.928
C 1.227 1.867 -1.352
H -3.667 0.597 0.210
C 1.811 -1.908 -0.531
O 0.119 -0.387 0.224
N -2.100 -0.208 -0.887
H 2.693 0.348 -1.807
C -2.787 -0.040 0.243
H 2.228 -0.580 1.806
H 1.666 -2.527 0.357
```

***

No. 12
C7H20N3O7P | wB97M-V/def2-TZVPD

Output
Gap between HOMO and LUMO: 9.4 eV
HOMO energy: -0.3547 Ha
Total energy: -1310.9536 a.u.
Largest force on an atom: 0.6 eV/Å
Lowest unoccupied orbital energy: -0.223 eV

Structure (XYZ):
```
38
C7H20N3O7P (wB97M-V/def2-TZVPD)
H 3.417 6.130 -1.497
O -5.619 -2.222 -0.709
H 0.635 -3.738 0.409
O 4.016 0.714 1.660
C -0.481 -1.432 -0.090
H 2.124 4.888 -3.239
O 2.083 -0.229 0.277
O -2.388 0.333 1.619
H 3.453 1.058 -1.645
H 1.019 3.448 -1.764
H -5.236 -4.175 -0.136
H 4.462 0.111 -0.769
H -4.150 -2.657 1.534
N 0.464 -1.733 0.973
H 3.765 1.091 2.515
C -5.749 -3.281 0.235
C 1.291 -2.915 0.698
O 1.881 3.177 -2.095
C 1.275 -0.594 1.285
N 4.018 1.027 -0.797
H 1.863 5.604 -0.841
H 3.331 4.716 -0.429
C 2.621 4.349 -2.427
N -2.241 0.027 0.519
H -5.335 -3.710 2.317
H -6.814 -3.506 0.284
C 2.823 5.256 -1.228
H -0.250 -0.478 -0.581
H 3.580 3.992 -2.801
H -5.733 -2.016 1.979
P 2.979 1.228 0.519
H 2.030 -2.749 -0.096
C -5.214 -2.896 1.600
H -0.466 -2.217 -0.848
O -1.818 -1.376 0.406
H -4.684 -2.006 -0.781
H 1.817 -3.213 1.609
O 1.233 -0.008 2.336
```

***

No. 13
C7H20NO4Si | wB97M-V/def2-TZVPD

Output
Gap between HOMO and LUMO: 6.0 eV
HOMO energy: -0.1195 Ha
Total energy: -923.9807 a.u.
Largest force on an atom: 0.6 eV/Å
Lowest unoccupied orbital energy: 2.798 eV
Total charge: -1

Structure (XYZ):
```
33
C7H20NO4Si (wB97M-V/def2-TZVPD)
C 1.217 2.856 0.156
H 2.788 3.897 -0.895
C 0.227 4.012 0.178
H 0.372 -3.073 -3.233
H 0.292 4.579 -0.755
H 1.111 2.273 1.074
H -0.393 -3.189 1.017
H -2.261 -2.744 2.635
H 0.986 2.412 -1.731
N 0.554 -2.339 -2.551
H 0.437 -1.226 3.210
C -1.916 -1.990 1.922
O 0.909 1.948 -0.890
C -0.470 -2.224 1.522
H 1.503 -2.381 2.401
C 0.474 -2.204 2.719
C -2.433 -1.999 -2.363
H 2.916 4.011 0.868
H -2.018 -1.003 2.391
H -2.540 -2.015 1.027
H -0.141 -0.386 0.922
O -3.060 -2.385 -3.379
O -0.067 -1.271 0.551
H -0.453 0.004 -1.874
Si -0.748 -1.142 -2.752
H 0.198 -2.964 3.454
H -0.746 -0.676 -4.168
H -0.792 3.635 0.268
H 3.343 2.504 0.036
H 0.360 -2.783 -1.654
H 0.426 4.693 1.008
O -2.731 -2.178 -1.156
C 2.654 3.348 0.042
```